# C3H6OS

A 2-piece molecular cluster, C3H6OS overall at a distorted geometry (ωB97M-V/def2-TZVPD, the OMol25 dataset).

Its charge is 0. For the LUMO energy, the calculation gives -1.744 eV. As for the spin multiplicity: 1. The electronic energy is -591.0826 Eh.

Atoms and positions in Å:
C -0.77 0.38 0.60
C 0.50 0.36 -0.15
C 1.31 -0.86 -0.79
H -3.09 0.66 -0.50
H -1.02 -0.74 0.66
H -0.42 0.62 1.84
H 0.70 1.44 -0.07
H 0.78 -1.81 -0.94
H 1.99 -0.83 -1.70
O -1.65 1.37 0.11
S 1.67 -0.59 0.96

---

# C3H6OS

C3H6OS in the gas phase at a distorted geometry (ωB97M-V/def2-TZVPD, the OMol25 dataset).

Its charge is 0. For the LUMO energy, the calculation gives 0.467 eV. As for the spin multiplicity: 1. The electronic energy is -591.2863 Eh. The SMILES is CCOC=S.

Atoms and positions in Å:
C -0.21 1.22 -0.17
C 0.72 0.27 0.49
O 0.80 -1.00 -0.26
C -0.28 -1.72 -0.27
S -1.52 -2.00 0.74
H 0.12 1.59 -1.14
H -1.22 0.79 -0.47
H -0.47 2.08 0.43
H 1.76 0.73 0.39
H 0.54 0.12 1.54
H -0.24 -2.08 -1.28

---

# C3H6OS

C3H6OS in the gas phase at a distorted geometry (ωB97M-V/def2-TZVPD, the OMol25 dataset).

Its charge is 0. For the LUMO energy, the calculation gives 0.279 eV. As for the spin multiplicity: 1. The electronic energy is -591.2797 Eh. The SMILES is CCC(O)=S.

Atoms and positions in Å:
C -1.26 -0.09 0.10
C -0.05 0.83 -0.18
C 1.29 -0.12 -0.24
O 1.54 -1.35 0.33
S 2.58 0.57 -1.09
H -1.28 -0.40 1.24
H -2.31 0.41 -0.08
H -1.12 -1.08 -0.51
H -0.02 1.51 0.64
H -0.17 1.41 -1.13
H 0.81 -1.69 0.92

---

# C3H6OS

A 2-piece molecular cluster, C3H6OS overall at a distorted geometry (ωB97M-V/def2-TZVPD, the OMol25 dataset).

Its charge is 0. For the LUMO energy, the calculation gives -0.996 eV. As for the spin multiplicity: 1. The electronic energy is -591.1617 Eh.

Atoms and positions in Å:
C -0.05 0.45 0.18
C 0.95 0.19 -0.92
C 0.34 0.06 1.65
O -0.62 -1.18 -2.50
S 1.08 1.87 -0.46
H -1.14 0.52 0.10
H -1.70 -1.04 -2.10
H 1.39 0.14 2.00
H -0.01 -1.04 1.73
H -0.26 0.65 2.29
H 0.01 -0.63 -1.96

---

# C3H6OS

C3H6OS in the gas phase at a distorted geometry (ωB97M-V/def2-TZVPD, the OMol25 dataset).

Its charge is 0. For the LUMO energy, the calculation gives 0.592 eV. As for the spin multiplicity: 1. The electronic energy is -591.2215 Eh. The SMILES is COC(C)=S.

Atoms and positions in Å:
C 1.27 -0.90 0.09
O -0.21 -1.03 -0.13
C -1.25 -0.16 -0.11
C -0.66 1.24 0.00
S -2.69 -0.77 0.03
H 1.82 -1.88 -0.62
H 1.58 0.02 -0.50
H 1.62 -0.81 1.30
H 0.04 1.34 -0.97
H -0.06 1.12 0.90
H -1.46 1.84 0.01

---

# C3H6OS

C3H6OS as an isolated structure at a distorted geometry (ωB97M-V/def2-TZVPD, the OMol25 dataset).

Its charge is 0. For the LUMO energy, the calculation gives 0.673 eV. As for the spin multiplicity: 1. The electronic energy is -591.1576 Eh.

Atoms and positions in Å:
C -0.77 0.25 -0.64
C 0.09 -0.37 0.42
C 1.53 -0.11 0.86
H -2.18 1.18 -1.75
H -0.87 -0.83 -1.26
H -0.04 0.90 -1.13
H -0.05 -1.66 0.79
H 1.88 -1.37 1.18
H 2.18 0.54 0.21
O 0.49 0.39 1.71
S -2.26 1.06 -0.39

---

# C3H6OS

A 2-piece molecular cluster, C3H6OS overall at a distorted geometry (ωB97M-V/def2-TZVPD, the OMol25 dataset).

Its charge is 0. For the LUMO energy, the calculation gives 0.676 eV. As for the spin multiplicity: 1. The electronic energy is -591.2307 Eh. The SMILES is O=C1CC1.S.

Atoms and positions in Å:
O 1.20 1.20 2.08
C 1.06 0.82 0.94
C 0.33 -0.17 0.10
C 1.06 1.04 -0.45
H -0.75 -0.24 0.04
H 0.72 -1.27 -0.11
H 1.97 0.78 -0.94
H 0.81 2.02 -0.82
S -0.99 -3.59 -0.19
H -1.02 -4.95 -0.31
H -1.80 -3.13 -1.11

---

# C3H6OS

C3H6OS as an isolated structure at a distorted geometry (ωB97M-V/def2-TZVPD, the OMol25 dataset).

Its charge is 0. For the LUMO energy, the calculation gives 0.837 eV. As for the spin multiplicity: 1. The electronic energy is -591.2886 Eh.

Atoms and positions in Å:
C -0.54 -0.27 0.18
C -0.01 0.13 -1.21
C 0.32 0.75 0.90
H 0.44 -1.82 0.39
H -1.60 0.01 0.28
H 1.01 -0.32 -1.37
H -0.59 -0.02 -2.13
H 1.34 0.29 1.03
H -0.05 0.93 1.90
O -0.47 -1.51 0.59
S 0.16 1.85 -0.55

---

Respective orbital gap values: 7.09 9.39 8.79 8.57 9.31 9.95 9.84 9.68 eV.
Respective molecular weight values: 90.147 90.147 90.147 90.147 90.147 90.147 90.147 90.147 g/mol.
Respective energy above the lowest of the compared OMol25 structures with the same formula, charge and spin values: 6.8148 1.2702 1.4516 4.6625 3.0348 4.7721 2.7847 1.2086 eV.